Molecular formula: C44H112O37P8
Method: DFT, the ωB97M-V functional and the def2-TZVPD basis

The max |F| comes out at 5.05 eV/A. For the HOMO energy (spin up / spin down), the calculation gives -10.703 / -10.703 eV. Its LUMO energy (spin up / spin down) is -2.577 / -8.559 eV.

Geometry as ORCA input:
```
! RIJCOSX wB97M-V def2-TZVPD def2/J DEFGRID3
* xyz 1 2
C 5.476 -1.560 5.808
O 4.951 -0.348 5.409
P 5.726 0.428 4.238
O 5.728 -0.084 2.888
O 5.029 1.853 4.233
C 4.892 2.542 3.039
O 7.215 0.763 4.799
C 7.996 1.697 4.067
H 6.535 -1.449 6.041
H 5.277 -2.276 5.011
H 4.930 -1.796 6.722
H 5.613 3.357 2.978
H 3.843 2.835 2.999
H 5.045 1.969 2.124
H 9.042 1.389 4.061
H 8.168 2.695 4.471
H 7.773 1.808 3.006
C -0.689 2.733 -7.863
O -1.529 1.601 -8.199
P -2.639 0.988 -7.223
O -3.767 1.934 -7.062
O -1.863 0.506 -5.902
C -2.626 0.108 -4.753
O -3.016 -0.419 -7.941
C -3.674 -0.313 -9.215
H 0.379 2.517 -7.832
H -1.120 3.259 -7.011
H -0.681 3.395 -8.730
H -2.468 -0.958 -4.591
H -3.693 0.307 -4.851
H -2.197 0.713 -3.954
H -4.186 -1.266 -9.349
H -3.051 0.168 -9.970
H -4.567 0.312 -9.212
C 2.985 -0.730 -0.853
O 1.637 -0.761 -0.663
P 1.030 -0.188 0.804
O 1.444 1.204 1.157
O 1.275 -1.454 1.864
C 2.434 -1.645 2.589
O -0.612 -0.338 0.539
C -1.231 0.539 -0.389
H 3.420 -0.492 0.118
H 3.260 -0.152 -1.736
H 3.363 -1.748 -0.955
H 2.364 -1.315 3.625
H 3.317 -1.053 2.350
H 2.631 -2.717 2.587
H -1.276 1.610 -0.187
H -2.273 0.403 -0.679
H -0.804 0.364 -1.377
C -1.793 2.822 2.568
O -1.486 3.976 3.360
P 0.000 4.594 3.516
O 0.697 4.624 2.212
O -0.239 6.086 4.174
C -0.796 7.087 3.436
O 0.666 3.747 4.677
C 1.291 2.487 4.448
H -2.159 1.946 3.103
H -0.827 2.582 2.123
H -2.447 3.096 1.740
H -1.807 7.276 3.798
H -0.746 6.836 2.376
H -0.257 8.013 3.632
H 1.794 2.562 3.484
H 0.533 1.706 4.513
H 2.092 2.339 5.172
C -3.710 3.963 -4.259
O -2.706 4.671 -3.695
P -1.149 4.246 -3.586
O -0.595 3.614 -4.785
O -1.085 3.394 -2.187
C 0.010 3.423 -1.235
O -0.369 5.629 -3.242
C 0.929 5.748 -3.658
H -4.292 4.585 -4.940
H -4.363 3.426 -3.571
H -3.325 3.161 -4.889
H -0.410 3.435 -0.229
H 0.739 4.226 -1.346
H 0.424 2.419 -1.332
H 1.202 6.725 -4.057
H 1.357 5.023 -4.350
H 1.546 5.509 -2.792
C -7.409 0.547 -4.204
O -6.406 1.294 -3.465
P -6.950 2.148 -2.131
O -7.782 1.461 -1.123
O -5.532 2.746 -1.404
C -4.463 2.092 -0.694
O -7.579 3.554 -2.740
C -8.985 3.608 -3.170
H -7.074 -0.477 -4.363
H -7.618 1.093 -5.125
H -8.387 0.374 -3.755
H -4.370 2.380 0.353
H -3.517 2.274 -1.205
H -4.650 1.022 -0.777
H -9.755 3.906 -2.458
H -9.422 2.645 -3.433
H -9.239 4.164 -4.072
C -8.313 0.871 3.059
O -7.167 0.196 2.588
P -5.697 0.420 3.242
O -5.101 1.750 2.975
O -5.969 0.212 4.829
C -4.754 0.168 5.683
O -4.834 -0.838 2.735
C -3.926 -0.698 1.615
H -8.775 0.369 3.909
H -8.941 0.768 2.174
H -7.891 1.859 3.239
H -5.006 -0.209 6.674
H -4.337 1.175 5.684
H -3.990 -0.488 5.267
H -4.188 -1.296 0.742
H -2.930 -1.064 1.864
H -3.913 0.347 1.307
C 4.954 -6.056 3.688
O 3.798 -6.539 4.381
P 2.959 -5.464 5.270
O 3.163 -3.986 4.944
O 1.440 -6.014 5.198
C 0.482 -5.369 4.374
O 3.438 -5.869 6.760
C 3.770 -4.900 7.645
H 5.452 -5.256 4.236
H 4.823 -5.898 2.617
H 5.712 -6.832 3.788
H 0.102 -6.074 3.635
H 0.795 -4.495 3.802
H -0.319 -5.146 5.078
H 4.706 -5.136 8.151
H 3.075 -4.757 8.473
H 4.049 -3.900 7.313
C 0.262 -1.486 7.246
C -1.190 -1.855 7.485
C -1.595 -2.361 6.072
O -0.420 -2.311 5.280
C 0.740 -2.319 6.074
H 0.949 -1.668 8.072
H 0.399 -0.427 7.027
H -1.787 -1.018 7.846
H -1.178 -2.768 8.082
H -2.456 -1.903 5.587
H -1.735 -3.442 6.049
H 1.496 -1.815 5.472
H 1.066 -3.338 6.286
C -3.541 -3.254 -3.202
C -4.907 -2.826 -3.601
C -5.550 -2.374 -2.242
O -4.444 -1.869 -1.470
C -3.304 -2.615 -1.846
H -2.802 -3.078 -3.984
H -3.530 -4.337 -3.085
H -5.504 -3.566 -4.134
H -4.792 -1.903 -4.169
H -5.967 -3.287 -1.817
H -6.279 -1.564 -2.248
H -2.978 -3.390 -1.152
H -2.518 -1.869 -1.963
C 0.941 -3.589 -2.266
C 1.058 -4.967 -2.819
C 1.684 -5.811 -1.740
O 1.012 -5.340 -0.547
C 0.567 -4.003 -0.747
H 0.165 -2.936 -2.665
H 1.897 -3.068 -2.307
H 1.754 -4.923 -3.657
H 0.079 -5.335 -3.126
H 2.759 -5.633 -1.746
H 1.695 -6.898 -1.820
H 0.903 -3.334 0.045
H -0.517 -4.103 -0.797
C 2.615 0.701 -6.812
C 2.395 1.721 -5.698
C 3.601 1.493 -4.838
O 3.867 0.105 -4.889
C 3.185 -0.425 -5.995
H 3.319 0.987 -7.593
H 1.757 0.387 -7.407
H 1.608 1.303 -5.069
H 2.151 2.751 -5.957
H 3.651 1.878 -3.819
H 4.431 1.881 -5.428
H 2.220 -0.857 -5.732
H 3.680 -1.207 -6.570
C 8.110 0.690 -0.445
C 9.327 -0.036 -1.028
C 8.821 -0.464 -2.409
O 7.456 -0.582 -2.311
C 7.055 -0.340 -1.015
H 7.914 1.691 -0.829
H 8.097 0.835 0.635
H 9.680 -0.904 -0.471
H 10.152 0.675 -1.065
H 9.206 -1.470 -2.579
H 9.205 0.248 -3.139
H 6.930 -1.188 -0.342
H 6.065 0.115 -1.048
*
```



Molecular formula: C44H117N7O15
Method: DFT, the ωB97M-V functional and the def2-TZVPD basis

For the energy above the lowest of the compared OMol25 structures with the same formula, charge and spin, the calculation gives 1093.21 kcal per mole. The max |F| comes out at 16.86 eV/A. For the HOMO energy, the calculation gives -6.130 eV. Its LUMO energy is 0.358 eV.

Geometry as ORCA input:
```
! RIJCOSX wB97M-V def2-TZVPD def2/J DEFGRID3
* xyz 0 1
C 20.306 -5.735 12.548
C 19.180 -6.679 12.110
C 17.925 -5.984 11.433
O 17.105 -5.365 12.393
C 16.065 -4.503 12.060
N 19.696 -7.648 11.181
H 21.264 -6.250 12.618
H 20.139 -5.384 13.567
H 20.424 -4.883 11.877
H 18.803 -7.300 12.923
H 17.232 -6.714 11.015
H 18.136 -5.194 10.713
H 16.438 -3.609 11.561
H 15.538 -4.149 12.946
H 15.336 -4.950 11.383
H 19.837 -7.237 10.269
H 19.050 -8.397 10.976
C 13.773 -2.537 11.062
C 12.768 -3.441 10.337
C 13.433 -4.116 9.122
O 12.579 -4.524 8.082
C 12.530 -5.918 8.032
N 12.223 -4.404 11.226
H 13.628 -2.489 12.141
H 13.811 -1.560 10.578
H 14.744 -3.026 10.983
H 12.033 -2.690 10.048
H 14.223 -4.775 9.482
H 14.102 -3.328 8.777
H 11.771 -6.157 8.776
H 13.471 -6.459 8.134
H 12.168 -6.195 7.041
H 13.016 -4.938 11.553
H 11.637 -5.078 10.753
C 7.341 -1.438 12.909
C 6.161 -2.375 13.162
C 6.572 -3.698 13.780
O 7.226 -3.370 14.968
C 7.667 -4.597 15.521
N 5.180 -1.662 14.019
H 8.031 -1.743 12.122
H 7.830 -0.991 13.774
H 6.896 -0.532 12.498
H 5.730 -2.527 12.172
H 7.301 -4.152 13.108
H 5.750 -4.391 13.963
H 7.983 -4.537 16.563
H 8.674 -4.866 15.202
H 7.115 -5.537 15.546
H 5.467 -1.953 14.943
H 4.335 -2.215 14.042
C 15.897 4.769 17.926
O 14.775 4.025 17.485
C 14.957 2.638 17.199
C 13.653 1.817 17.356
N 13.948 0.433 17.099
C 12.878 -0.487 17.363
C 11.755 -0.450 16.329
O 12.281 -0.805 15.035
C 11.391 -0.846 13.963
H 15.488 5.709 18.297
H 16.711 4.944 17.223
H 16.354 4.352 18.824
H 15.651 2.130 17.868
H 15.441 2.565 16.225
H 12.996 2.170 16.562
H 13.073 2.138 18.222
H 13.990 0.341 16.095
H 12.658 -0.542 18.429
H 13.411 -1.406 17.118
H 11.418 0.581 16.223
H 10.945 -1.093 16.672
H 10.728 -1.710 13.993
H 11.966 -0.872 13.037
H 10.780 0.056 13.993
C 21.214 -0.205 11.310
O 20.887 -1.485 11.736
C 19.523 -1.543 12.093
C 19.300 -2.881 12.848
N 17.982 -3.164 13.038
C 17.416 -2.459 14.256
C 15.943 -2.709 14.410
O 15.528 -1.918 15.594
C 14.208 -1.887 15.989
H 20.621 0.096 10.446
H 22.270 -0.220 11.042
H 21.218 0.510 12.133
H 18.937 -1.453 11.178
H 19.251 -0.675 12.693
H 19.973 -2.960 13.702
H 19.681 -3.607 12.130
H 17.830 -4.162 13.052
H 17.690 -1.408 14.343
H 17.876 -2.934 15.122
H 15.665 -3.763 14.379
H 15.447 -2.133 13.629
H 13.518 -1.339 15.347
H 14.163 -1.497 17.006
H 13.891 -2.916 16.159
C 10.152 0.759 11.574
O 9.375 -0.401 11.718
C 10.135 -1.630 11.465
C 10.483 -2.322 12.831
N 10.899 -3.730 12.773
C 10.995 -4.423 14.097
C 11.970 -5.622 13.778
O 13.311 -5.142 13.357
C 13.968 -4.282 14.303
H 11.177 0.635 11.923
H 9.817 1.612 12.166
H 10.223 0.965 10.506
H 10.970 -1.493 10.778
H 9.489 -2.311 10.912
H 9.606 -2.196 13.466
H 11.334 -1.792 13.258
H 11.704 -3.861 12.178
H 9.992 -4.792 14.311
H 11.358 -3.779 14.897
H 11.548 -6.156 12.927
H 12.038 -6.285 14.641
H 15.033 -4.143 14.115
H 13.834 -4.637 15.324
H 13.382 -3.372 14.175
C 2.138 -1.308 8.146
O 3.289 -0.654 8.645
C 3.847 -1.303 9.765
C 5.127 -0.732 10.426
N 6.310 -1.074 9.595
C 7.554 -0.953 10.437
C 8.758 -1.243 9.482
O 8.909 -0.176 8.510
C 10.175 -0.440 7.714
H 2.383 -2.365 8.037
H 1.819 -0.785 7.244
H 1.313 -1.215 8.852
H 4.146 -2.327 9.541
H 3.082 -1.521 10.511
H 5.429 -1.145 11.388
H 4.981 0.344 10.528
H 6.446 -0.443 8.818
H 7.551 -1.669 11.260
H 7.560 0.084 10.772
H 8.502 -2.114 8.879
H 9.641 -1.346 10.113
H 10.042 0.091 6.772
H 10.431 -1.482 7.523
H 11.076 -0.084 8.215
C 9.739 -6.318 11.771
C 8.614 -6.332 12.923
O 9.373 -5.931 14.099
H 10.384 -7.097 12.177
H 10.286 -5.378 11.838
H 9.401 -6.567 10.765
H 8.158 -7.305 13.104
H 7.724 -5.727 12.749
H 9.607 -5.027 13.875
C 10.045 -7.763 16.176
C 10.092 -8.529 14.850
O 10.816 -7.829 13.893
H 9.110 -8.066 16.647
H 10.209 -6.697 16.019
H 10.922 -7.942 16.799
H 9.062 -8.709 14.542
H 10.502 -9.537 14.898
H 10.409 -6.965 13.989
C 10.454 -4.850 16.532
C 10.345 -3.628 17.492
O 11.337 -2.689 16.998
H 10.147 -4.689 15.498
H 9.841 -5.673 16.899
H 11.496 -5.168 16.498
H 10.677 -3.744 18.524
H 9.326 -3.241 17.489
H 12.107 -2.785 17.563
C 14.546 -2.640 18.854
C 13.899 -3.745 18.157
O 13.208 -3.246 17.061
H 15.108 -3.214 19.591
H 13.882 -1.966 19.394
H 15.304 -2.078 18.309
H 13.359 -4.237 18.965
H 14.660 -4.421 17.767
H 13.667 -3.677 16.336
*
```